Here is one molecule with the formula C4H4N2O from OMol25. Energies are from wB97M-V/def2-TZVPD.

Bonds (Å) are listed after each position.
Element x y z (Å)
1 C 1.16 1.42 -0.17  C2 1.329, H8 1.085, H9 1.084
2 C 0.20 0.51 -0.14  C1 1.329, N3 1.418, N4 1.475
3 N -1.06 0.83 0.41  C2 1.418, N4 1.372, H10 1.022
4 N -1.04 -0.20 -0.49  C2 1.475, N3 1.372, C5 1.381
5 C -0.91 -1.51 -0.05  N4 1.381, C6 1.332, H11 1.080
6 C 0.34 -1.80 0.29  C5 1.332, O7 1.180
7 O 1.35 -2.40 0.38  C6 1.180
8 H 1.03 2.42 0.24  C1 1.085
9 H 2.15 1.16 -0.54  C1 1.084
10 H -1.43 1.68 -0.02  N3 1.022
11 H -1.80 -2.11 0.10  C5 1.080

As for the charge: 0. The total energy comes out at -339.35481 hartree. Its energy relative to the best compared isomer or geometry (same formula, charge and spin) is 6.173 eV. The value obtained for the orbital gap is 8.49 eV. As for the structure (SMILES): C=C1NN1C=C=O. The HOMO energy comes out at -0.3222 hartree. Its LUMO energy is -0.280 eV.

Atomic charges from the natural (NBO) analysis, expressed in e, are listed below: atom 1 (C): -0.4180, atom 2 (C): 0.1690, atom 3 (N): -0.4506, atom 4 (N): -0.1999, atom 5 (C): -0.3391, atom 6 (C): 0.6624, atom 7 (O): -0.4381, atom 8 (H): 0.2119, atom 9 (H): 0.2078, atom 10 (H): 0.3485, atom 11 (H): 0.2461